Entry 1:
{"formula": "C37H56AsN2P2PtSi4", "method": "ωB97M-V/def2-TZVPD", "elements": ["Pt", "C", "Si", "C", "C", "N", "P", "C", "P", "N", "Si", "C", "C", "C", "C", "C", "C", "C", "C", "C", "C", "C", "C", "C", "C", "C", "C", "C", "C", "C", "C", "C", "C", "C", "C", "C", "C", "C", "H", "H", "H", "H", "H", "H", "H", "H", "H", "H", "H", "H", "H", "H", "H", "H", "H", "H", "H", "H", "H", "H", "H", "H", "H", "H", "H", "H", "H", "H", "H", "H", "H", "H", "H", "H", "H", "H", "C", "Si", "C", "C", "As", "Si", "C", "C", "C", "H", "H", "H", "H", "H", "H", "H", "H", "H", "H", "H", "H", "H", "H", "H", "H", "H", "H"], "xyz": [[-0.37167, -0.05795, 0.45466], [-1.07574, -4.21590, 1.71269], [-1.27459, -3.43237, 0.02575], [-3.06068, -2.91337, -0.18796], [-0.94991, -4.79663, -1.24279], [-0.20480, -2.10768, -0.19311], [0.85422, -1.64677, -1.33260], [1.19020, -0.05473, -0.95068], [0.85358, 1.53003, -1.32178], [-0.12310, 2.00785, -0.13082], [-0.53986, 3.48205, 0.62018], [0.02795, 4.94247, -0.42336], [-2.40286, 3.56689, 0.74839], [0.24675, 3.61755, 2.30645], [0.05683, 1.78622, -2.93844], [0.71626, 1.40231, -4.10542], [0.07788, 1.48832, -5.33036], [-1.22791, 1.95805, -5.40132], [-1.89416, 2.32699, -4.24266], [-1.25526, 2.23419, -3.01265], [2.34924, 2.56785, -1.40922], [3.32691, 2.32160, -0.44740], [4.47031, 3.10135, -0.39076], [4.65158, 4.13213, -1.30467], [3.68334, 4.38412, -2.26422], [2.53435, 3.60616, -2.31456], [0.18161, -1.87369, -3.01712], [-1.15174, -1.51137, -3.20899], [-1.70790, -1.52081, -4.47655], [-0.93547, -1.88008, -5.57357], [0.39867, -2.21169, -5.39681], [0.95788, -2.20038, -4.12543], [2.37096, -2.65976, -1.31029], [2.40246, -3.97888, -1.75794], [3.56156, -4.73107, -1.64693], [4.69928, -4.17285, -1.08032], [4.67568, -2.86194, -0.62861], [3.51533, -2.10950, -0.74311], [-1.71114, -5.10172, 1.80133], [-1.37822, -3.50166, 2.48190], [-0.04057, -4.51472, 1.89851], [-3.74182, -3.73680, 0.04602], [-3.26482, -2.58702, -1.20984], [-3.27396, -2.08573, 0.49170], [-1.78129, -5.50720, -1.21074], [-0.03728, -5.35058, -1.00812], [-0.88258, -4.41943, -2.26438], [-0.30819, 4.84924, -1.45980], [1.11567, 5.04569, -0.42659], [-0.39644, 5.86635, -0.01966], [-2.84991, 3.71071, -0.23940], [-2.74622, 4.37772, 1.39515], [-2.76810, 2.61804, 1.14717], [1.33504, 3.67347, 2.20845], [-0.00274, 2.71989, 2.87169], [-0.09539, 4.48560, 2.87386], [1.73065, 1.02034, -4.04864], [0.59317, 1.17606, -6.23096], [-1.72869, 2.02236, -6.36032], [-2.91744, 2.68014, -4.29165], [-1.77352, 2.49527, -2.09704], [3.17361, 1.50670, 0.25123], [5.22158, 2.90398, 0.36431], [5.54784, 4.73972, -1.26568], [3.81804, 5.19004, -2.97552], [1.77571, 3.81656, -3.05900], [-1.74144, -1.21049, -2.34976], [-2.74413, -1.23414, -4.61029], [-1.37068, -1.88543, -6.56591], [1.01095, -2.47799, -6.25054], [2.00440, -2.44700, -4.00035], [1.51737, -4.41948, -2.19885], [3.57683, -5.75510, -2.00003], [5.60388, -4.76269, -0.99001], [5.56048, -2.42366, -0.18321], [3.47096, -1.08265, -0.39769], [-4.64819, 1.22755, 2.99717], [-2.99766, 0.89003, 3.85090], [-3.39988, -0.05243, 5.43763], [-2.35983, 2.56258, 4.44765], [-1.75830, -0.52045, 2.50148], [0.02934, -1.00555, 3.92230], [1.48271, -1.71972, 2.96282], [0.72734, 0.41778, 4.95100], [-0.44260, -2.32514, 5.19044], [-5.36883, 1.61900, 3.72234], [-5.05674, 0.30778, 2.57332], [-4.55289, 1.95898, 2.19285], [-4.16020, 0.48138, 6.01506], [-2.51557, -0.16047, 6.06861], [-3.77492, -1.05234, 5.20880], [-3.11886, 3.01842, 5.09305], [-2.16673, 3.24563, 3.62382], [-1.43999, 2.46425, 5.02680], [2.01841, -0.92707, 2.43597], [1.16072, -2.44138, 2.21389], [2.17078, -2.21236, 3.65857], [0.99388, 1.26160, 4.31434], [1.63190, 0.09792, 5.47831], [0.01146, 0.76542, 5.70027], [-0.72885, -3.24713, 4.67838], [-1.27736, -2.01897, 5.82203], [0.41211, -2.54843, 5.83709]], "forces_ev_per_angstrom": [[-0.1, 0.1, -0.2], [0.0, 0.1, 0.0], [-0.1, -0.1, -0.1], [0.0, 0.1, 0.1], [0.0, 0.0, 0.1], [0.3, 0.0, -0.1], [-0.2, 0.1, 0.1], [0.2, -0.2, 0.0], [-0.3, 0.1, 0.0], [0.2, -0.1, 0.2], [0.0, 0.0, -0.1], [0.0, 0.1, 0.0], [0.0, 0.0, 0.0], [0.0, 0.0, 0.0], [0.0, 0.0, 0.0], [0.0, 0.0, 0.0], [0.0, 0.0, -0.1], [0.0, 0.0, 0.0], [0.0, 0.0, 0.0], [0.0, 0.0, 0.0], [0.0, 0.0, 0.0], [0.0, 0.0, 0.0], [0.0, 0.0, 0.0], [0.0, 0.0, 0.0], [0.0, 0.0, 0.0], [0.0, 0.0, 0.0], [0.0, 0.1, 0.1], [0.0, 0.0, 0.0], [-0.1, 0.0, 0.0], [0.0, 0.0, 0.0], [0.0, 0.0, 0.0], [0.0, 0.0, 0.1], [0.0, 0.0, 0.1], [0.0, 0.0, 0.0], [0.0, 0.0, 0.0], [0.1, 0.0, 0.0], [0.0, 0.0, 0.0], [0.0, 0.1, 0.0], [0.0, 0.0, 0.0], [0.0, 0.0, 0.0], [0.0, 0.0, 0.0], [0.0, 0.0, 0.0], [0.0, 0.0, 0.0], [0.0, 0.0, 0.0], [0.0, 0.0, 0.0], [0.0, 0.0, 0.0], [0.0, 0.0, -0.1], [0.0, 0.0, 0.0], [0.0, 0.0, 0.0], [0.0, 0.0, 0.0], [0.0, 0.0, 0.0], [0.0, 0.0, 0.0], [0.0, 0.0, 0.0], [0.0, 0.0, 0.0], [0.0, -0.1, 0.1], [0.0, 0.0, 0.0], [0.0, 0.0, 0.0], [0.0, 0.0, 0.0], [0.0, 0.0, 0.0], [0.0, 0.0, 0.0], [0.0, 0.0, 0.0], [0.0, 0.0, 0.0], [0.0, 0.0, 0.0], [0.0, 0.0, 0.0], [0.0, 0.0, 0.0], [0.0, 0.0, 0.0], [0.0, 0.0, 0.0], [0.0, 0.0, 0.0], [0.0, 0.0, 0.0], [0.0, 0.0, 0.0], [0.0, 0.0, 0.0], [0.0, 0.0, 0.0], [0.0, 0.0, 0.0], [0.0, 0.0, 0.0], [0.0, 0.0, 0.0], [0.0, 0.0, 0.0], [0.0, 0.0, 0.0], [0.0, 0.1, 0.0], [0.0, 0.0, 0.0], [0.0, 0.0, 0.0], [0.1, -0.1, -0.1], [0.0, 0.0, 0.1], [0.0, 0.1, 0.0], [0.0, 0.0, 0.0], [0.0, -0.1, 0.0], [0.0, 0.0, 0.0], [0.0, 0.0, 0.0], [0.0, 0.0, 0.0], [0.0, 0.0, 0.0], [0.0, 0.0, 0.0], [0.0, 0.0, 0.0], [0.0, 0.0, 0.0], [0.0, 0.1, -0.1], [0.0, 0.0, 0.0], [0.0, 0.0, 0.0], [0.0, 0.0, -0.1], [0.0, 0.0, 0.0], [0.0, 0.1, 0.0], [0.0, 0.0, 0.0], [0.0, 0.0, 0.0], [0.0, 0.0, 0.0], [0.0, 0.0, 0.0], [0.0, 0.0, 0.0]], "mulliken_charge": [2.04, -0.76, -0.12, -0.74, -1.07, -0.18, 1.36, -1.62, 1.25, 0.46, -0.59, -1.09, -0.71, -0.34, 0.45, -0.20, -0.66, -0.60, -0.57, -0.60, 0.29, -0.64, -0.85, -0.52, -0.66, -0.36, 0.66, -0.40, -0.91, -0.55, -0.74, -0.78, -0.14, -0.19, -0.92, -0.56, -0.66, -0.48, 0.51, -0.20, 0.31, 0.45, 0.25, 0.05, 0.45, 0.27, 0.26, 0.28, 0.24, 0.49, 0.45, 0.46, -0.31, 0.32, -0.47, 0.44, 0.44, 0.40, 0.38, 0.41, 0.32, 0.46, 0.43, 0.37, 0.40, 0.39, 0.52, 0.41, 0.37, 0.36, 0.48, 0.58, 0.42, 0.37, 0.43, 0.28, -1.24, 0.59, -1.27, -0.87, -0.29, 0.38, -0.72, -1.09, -1.11, 0.37, 0.30, 0.36, 0.41, 0.24, 0.29, 0.43, 0.07, 0.24, -0.01, -0.02, 0.52, 0.21, 0.41, 0.19, 0.30, 0.26, 0.33], "de_lowest_kj_mol": 0.0, "total_charge": -1, "multiplicity": 1}

---

Entry 2:
{"formula": "C37H56BBrIN6P2S2Ti", "method": "ωB97M-V/def2-TZVPD", "elements": ["Ti", "C", "S", "C", "S", "N", "N", "C", "C", "C", "C", "C", "C", "N", "H", "H", "H", "H", "H", "H", "H", "H", "C", "C", "C", "C", "P", "C", "N", "B", "N", "C", "P", "C", "C", "C", "C", "C", "C", "C", "C", "C", "C", "C", "C", "C", "C", "C", "C", "C", "C", "H", "H", "H", "H", "H", "H", "H", "H", "H", "H", "H", "H", "H", "H", "H", "H", "H", "H", "H", "H", "H", "H", "H", "H", "H", "H", "H", "H", "H", "H", "H", "H", "H", "H", "H", "H", "H", "H", "H", "H", "H", "H", "H", "H", "Br", "C", "C", "C", "N", "C", "C", "H", "H", "H", "H", "I"], "xyz": [[0.00963, -0.24445, 1.32216], [-0.24255, 5.10281, 0.58782], [-1.48828, 4.39180, 1.67626], [-1.21827, 2.67884, 1.52958], [0.01502, 2.05372, 0.49326], [-2.01360, 1.96581, 2.27179], [-1.80888, 0.62762, 2.08996], [-2.70309, -0.16046, 2.55361], [-2.61833, -1.55950, 2.15631], [-3.50755, -2.51100, 2.61661], [-3.44372, -3.79123, 2.08465], [-2.49927, -4.05966, 1.11152], [-1.61727, -3.05821, 0.73405], [-1.66696, -1.82854, 1.24061], [-0.39419, 6.17894, 0.65458], [-0.38611, 4.78305, -0.44157], [0.76308, 4.85939, 0.92231], [-3.54355, 0.22807, 3.12051], [-4.24507, -2.24231, 3.36038], [-4.12795, -4.55915, 2.41889], [-2.41785, -5.03603, 0.65634], [-0.83406, -3.25639, 0.01428], [-3.02881, 2.76089, -2.47310], [-2.32084, 1.43759, -2.78557], [-2.67887, 0.94212, -4.19647], [-0.81389, 1.71855, -2.79676], [-2.65641, 0.23539, -1.36939], [-1.97518, -1.33487, -2.07072], [-0.54941, -1.52681, -1.80764], [0.32802, -1.20210, -0.69856], [1.54774, -1.90547, -0.97324], [2.76418, -1.90888, -0.20052], [2.84481, -0.31730, 0.71966], [4.24575, -0.62586, 1.99661], [5.62831, -0.11411, 1.57642], [4.43583, -2.12991, 2.24980], [3.88577, 0.05960, 3.31672], [3.46119, 0.89879, -0.60032], [2.40282, 0.99331, -1.70549], [4.77278, 0.53036, -1.31686], [3.60442, 2.28371, 0.04736], [1.43565, -2.59346, -2.17545], [2.34915, -3.39536, -2.84166], [1.95704, -3.96439, -4.04568], [0.68111, -3.74487, -4.55547], [-0.23763, -2.94912, -3.88255], [0.15432, -2.36073, -2.68738], [-4.52927, -0.06345, -1.28373], [-5.04167, 0.93101, -0.22811], [-5.36989, 0.08794, -2.55226], [-4.78181, -1.47805, -0.75302], [-2.66213, 3.53281, -3.15476], [-2.81926, 3.08750, -1.45009], [-4.10971, 2.70327, -2.59725], [-2.73829, 1.80003, -4.87128], [-3.61969, 0.40900, -4.26442], [-1.89526, 0.28950, -4.58635], [-0.58626, 2.36503, -3.64944], [-0.22916, 0.80401, -2.91004], [-0.49690, 2.23143, -1.89008], [-2.12899, -1.35981, -3.14871], [-2.53786, -2.17599, -1.65836], [3.63147, -2.01963, -0.85458], [2.77326, -2.73410, 0.51239], [6.01265, -0.63252, 0.70106], [6.31037, -0.32736, 2.40297], [5.66293, 0.95835, 1.40376], [4.82376, -2.64178, 1.36804], [3.53414, -2.63212, 2.58605], [5.18469, -2.23542, 3.03819], [3.86389, 1.14498, 3.20893], [4.65706, -0.17728, 4.05346], [2.92814, -0.27905, 3.70825], [2.41042, 0.11402, -2.35112], [2.63383, 1.86399, -2.32547], [1.39600, 1.11996, -1.32183], [4.84762, -0.53038, -1.55849], [5.65866, 0.82322, -0.76574], [4.79309, 1.07080, -2.26585], [2.63215, 2.69285, 0.32128], [4.05391, 2.96671, -0.67785], [4.24281, 2.27826, 0.93116], [3.33421, -3.58609, -2.43625], [2.64867, -4.59500, -4.58740], [0.39347, -4.20839, -5.48939], [-1.22878, -2.80728, -4.29089], [-4.93359, 1.96562, -0.55131], [-4.50406, 0.82672, 0.71710], [-6.10412, 0.75177, -0.04220], [-5.30959, 1.08140, -2.99130], [-6.41790, -0.08861, -2.29245], [-5.09834, -0.64695, -3.31211], [-5.82487, -1.55367, -0.43394], [-4.15625, -1.71391, 0.10396], [-4.62193, -2.23950, -1.51698], [1.29589, 3.83339, 7.01959], [1.06855, 2.72009, 5.52706], [0.27722, 1.58764, 5.61077], [0.13934, 0.80483, 4.48071], [0.71901, 1.08044, 3.30801], [1.47959, 2.17760, 3.25467], [1.69002, 3.02160, 4.32762], [-0.22450, 1.31602, 6.52770], [-0.46228, -0.09311, 4.52345], [1.93915, 2.39529, 2.30165], [2.32266, 3.89112, 4.22352], [0.82472, -2.25902, 3.00404]], "forces_ev_per_angstrom": [[0.1, -0.3, 0.4], [0.0, 0.0, 0.0], [0.0, 0.0, 0.0], [0.0, 0.0, 0.2], [0.0, -0.1, 0.1], [0.0, 0.0, 0.0], [-0.1, 0.0, 0.0], [0.1, 0.0, 0.0], [-0.1, 0.1, 0.0], [0.0, 0.0, 0.0], [0.0, 0.0, 0.0], [0.0, 0.0, 0.0], [0.0, 0.0, 0.0], [0.0, 0.1, 0.0], [0.0, 0.0, 0.0], [0.0, 0.0, 0.0], [0.0, 0.0, 0.0], [0.0, 0.0, 0.0], [0.0, 0.0, 0.0], [0.0, 0.0, 0.0], [0.0, 0.0, 0.0], [0.0, 0.0, 0.0], [0.0, 0.0, 0.0], [0.0, 0.0, 0.0], [0.0, 0.0, 0.0], [0.0, 0.1, 0.0], [0.2, 0.1, 0.0], [0.0, 0.0, 0.0], [0.0, 0.1, 0.0], [-0.1, 0.0, -0.1], [0.0, 0.1, 0.0], [0.0, 0.0, 0.0], [0.0, 0.1, 0.0], [0.0, 0.0, 0.0], [0.0, 0.0, 0.0], [0.0, 0.0, 0.0], [0.0, 0.0, 0.0], [0.0, 0.0, 0.0], [0.0, 0.0, 0.0], [0.0, 0.0, 0.0], [0.0, 0.0, 0.0], [0.0, 0.0, 0.0], [0.0, 0.0, 0.0], [0.0, 0.0, 0.0], [0.0, 0.0, 0.0], [0.0, 0.0, 0.0], [0.0, -0.1, 0.0], [0.0, 0.0, 0.0], [0.0, 0.0, 0.0], [0.0, 0.0, 0.0], [-0.1, 0.0, 0.0], [0.0, 0.0, 0.0], [0.0, 0.0, 0.0], [0.0, 0.0, 0.0], [0.0, 0.0, 0.0], [-0.1, 0.0, 0.0], [0.0, 0.0, 0.0], [0.0, 0.0, 0.0], [0.0, 0.0, 0.0], [0.0, -0.1, -0.2], [0.0, 0.0, 0.0], [0.0, 0.0, 0.0], [0.0, 0.0, 0.0], [0.0, 0.0, 0.0], [0.0, 0.0, 0.0], [0.0, 0.0, 0.0], [0.0, 0.0, 0.0], [0.0, 0.0, 0.0], [0.0, 0.0, 0.0], [0.0, 0.0, 0.0], [0.0, 0.0, 0.0], [0.0, 0.0, 0.0], [0.0, 0.0, 0.0], [0.0, 0.0, 0.0], [0.0, 0.0, 0.0], [0.0, 0.0, 0.0], [0.0, 0.0, 0.0], [0.0, 0.0, 0.0], [0.0, 0.0, 0.0], [0.0, 0.0, 0.0], [0.0, 0.0, 0.0], [0.0, 0.0, 0.0], [0.0, 0.0, 0.0], [0.0, 0.0, 0.0], [0.0, 0.0, 0.0], [0.0, 0.0, 0.0], [0.0, 0.0, 0.0], [0.0, 0.0, 0.0], [0.0, 0.0, 0.0], [0.0, 0.0, 0.0], [0.0, 0.0, 0.0], [0.0, 0.0, 0.0], [0.0, 0.0, 0.0], [0.1, 0.0, 0.1], [0.0, 0.0, 0.0], [0.0, 0.0, 0.0], [0.0, 0.0, 0.0], [0.0, 0.0, 0.0], [0.0, 0.0, 0.0], [0.0, 0.0, -0.1], [0.0, 0.0, 0.0], [0.0, 0.0, 0.0], [0.0, 0.0, 0.0], [0.0, 0.0, 0.0], [0.0, 0.0, 0.0], [0.0, 0.0, 0.0], [0.0, 0.0, -0.1]], "mulliken_charge": [-1.91, -0.66, -0.08, 0.48, -0.54, -1.69, 1.85, -1.83, 0.86, -0.91, -0.69, -1.19, -0.53, 1.58, 0.49, 0.17, 0.19, 0.45, 0.58, 0.46, 0.57, 0.42, -2.02, 2.64, -2.06, -1.39, 0.36, -2.05, 0.44, 2.90, 0.62, -1.78, 1.59, 2.34, -2.03, -1.81, -1.72, 1.86, -1.70, -1.82, -1.54, 0.46, -0.90, -0.85, -0.97, -0.64, 0.66, 2.37, -1.71, -2.11, -2.21, 0.56, 0.22, 0.32, 0.54, 0.20, 0.40, 0.82, -0.05, -0.28, 0.63, 0.42, 0.40, 0.56, 0.41, 0.57, 0.27, 0.40, 0.13, 0.51, 0.29, 0.61, 0.16, 0.30, 0.91, -0.50, 0.19, 0.50, 0.47, -0.10, 0.66, 0.22, 0.52, 0.42, 0.42, 0.49, 0.30, 0.14, 0.54, 0.35, 0.51, 0.39, 0.60, 0.55, 0.35, -0.13, -0.28, -0.98, -0.40, 1.13, -0.40, -0.88, 0.48, 0.31, 0.33, 0.54, -0.06], "de_lowest_kj_mol": 2.2, "total_charge": 1, "multiplicity": 1}